Density functional theory data (ωB97M-V/def2-TZVPD) for 2 unconnected molecules or ions with the total composition CH4ClPS2.

Structure (XYZ):
```
9
Properties=species:S:1:pos:R:3:mulliken_charge:R:1
Cl -1.85 0.99 -0.71 -0.061
S 1.24 1.89 0.22 -0.228
S 2.14 -0.70 -1.20 -0.236
P 1.63 -0.10 0.74 0.127
C -2.00 -0.50 0.01 -0.580
H 0.91 2.27 1.45 0.166
H -1.69 -1.37 -0.53 0.325
H 1.70 -1.96 -1.05 0.150
H -2.08 -0.54 1.08 0.337
```

Properties
ΔE to the lowest compared entry with this formula, charge and spin: 393.0 kJ/mol
2S+1: 1
Charge: 0
DFT total energy: -44581.3686 eV
LUMO level (alpha / beta): -0.807 / 0.067 eV
F_max: 0.63 eV/A
HOMO energy (alpha / beta): -8.232 / -7.469 eV